[1]
Computed, not measured: a molecular structure, C17H29BrGdO5, with wB97M-V/def2-TZVPD.

The LUMO energy (alpha / beta) comes out at -12.66 / -10.99 eV. The expectation value of S² is 16.781.

Structure (ORCA input):
```
! wB97M-V def2-TZVPD RIJCOSX def2/J DEFGRID3
* xyz 3 8
C -0.731 2.722 4.257
C -1.243 1.320 4.313
O -0.641 0.538 5.073
O -2.251 0.956 3.636
C -2.230 -0.380 2.936
C -3.022 -0.240 1.660
C -2.765 -1.368 0.638
C -1.792 -1.099 -0.525
C -0.380 -0.689 -0.104
C -0.085 0.777 0.169
C -0.419 1.757 -0.967
C -1.405 2.828 -0.512
C -2.040 3.562 -1.685
Br -0.449 4.125 0.590
O 1.410 0.757 0.300
C 1.884 -0.396 -0.155
O 2.974 -0.824 0.146
C 0.804 -1.031 -1.025
C 0.968 -2.528 -1.277
C 1.817 -2.989 -2.460
C 3.246 -2.533 -2.184
C 3.580 -1.159 -2.699
O 5.036 -0.939 -2.362
H -1.142 3.153 3.339
H -1.108 3.293 5.108
H 0.357 2.723 4.238
H -2.677 -1.115 3.603
H -1.188 -0.664 2.787
H -2.836 0.732 1.199
H -4.077 -0.230 1.930
H -3.739 -1.604 0.211
H -2.454 -2.273 1.170
H -2.267 -0.370 -1.183
H -1.714 -2.056 -1.040
H -0.147 -1.331 0.759
H -0.465 1.179 1.105
H -0.839 1.228 -1.824
H 0.509 2.219 -1.300
H -2.195 2.378 0.086
H -2.757 4.303 -1.348
H -1.261 4.034 -2.286
H -2.528 2.827 -2.329
H 0.774 -0.529 -1.999
H -0.047 -2.947 -1.399
H 1.424 -3.045 -0.421
H 1.830 -4.074 -2.537
H 1.442 -2.626 -3.419
H 3.949 -3.221 -2.669
H 3.434 -2.599 -1.104
H 3.464 -1.093 -3.777
H 3.014 -0.356 -2.232
H 5.122 -0.079 -1.901
Gd 5.854 -1.024 -0.530
*
```

Mulliken atomic charge list, values in e, 5 entries: C -0.7809; C 0.8331; O -0.1267; O -0.2611; C -0.6229

***

[2]
Computed, not measured: a gas-phase ion, C17H29BrNO2 (charge +1), with wB97M-V/def2-TZVPD.

Its SMILES is CCCC[NH+](CCCC)C[C@@H](O)COc1ccccc1Br. The LUMO energy comes out at -2.09 eV. The value obtained for the energy relative to the best compared isomer or geometry (same formula, charge and spin) is 0.0 kcal/mol.

Structure (ORCA input):
```
! wB97M-V def2-TZVPD RIJCOSX def2/J DEFGRID3
* xyz 1 1
C -1.998 -1.724 3.329
H -1.942 -2.764 3.018
C -1.075 -0.855 2.482
H -1.151 0.182 2.816
H -1.413 -0.905 1.445
C 0.376 -1.323 2.597
C 1.382 -0.383 1.937
N 1.136 -0.150 0.488
H 0.131 0.076 0.383
C 1.389 -1.365 -0.312
H 0.929 -2.222 0.182
H 2.462 -1.552 -0.367
C 0.843 -1.327 -1.750
O 1.376 -2.473 -2.353
H 1.157 -2.505 -3.291
C -0.698 -1.354 -1.780
O -1.161 -0.222 -1.074
C -2.503 0.081 -1.084
C -3.500 -0.666 -1.691
C -4.818 -0.242 -1.619
C -5.156 0.917 -0.944
C -4.169 1.669 -0.326
C -2.861 1.243 -0.402
Br -1.472 2.232 0.439
H -4.416 2.574 0.208
H -6.182 1.241 -0.894
H -5.584 -0.831 -2.097
H -3.261 -1.576 -2.217
H -1.041 -1.329 -2.822
H -1.058 -2.281 -1.313
H 1.187 -0.418 -2.266
C 1.857 1.058 -0.010
C 3.374 0.921 -0.087
H 3.767 0.543 0.858
C 4.030 2.278 -0.367
C 3.664 2.853 -1.730
H 3.867 2.132 -2.518
H 2.617 3.141 -1.774
H 4.260 3.740 -1.925
H 3.751 2.985 0.416
H 5.111 2.143 -0.320
H 3.661 0.231 -0.882
H 1.599 1.883 0.656
H 1.456 1.300 -0.994
H 2.390 -0.782 2.056
H 1.326 0.589 2.431
H 0.467 -2.339 2.210
H 0.641 -1.369 3.655
H -3.028 -1.392 3.230
H -1.721 -1.666 4.378
*
```

natural (NBO) atomic charge list, values in e, 5 entries: C -0.5992; H 0.2074; C -0.4087; H 0.2115; H 0.1888

***

[3]
Computed, not measured: a single C17H29ClN4O molecule, with wB97M-V/def2-TZVPD.

Its SMILES is Cc1nn(C)c(Cl)c1CN1CCN(C2CCCC2)[C@H](CCO)C1. The LUMO energy comes out at 0.76 eV. The value obtained for the energy relative to the best compared isomer or geometry (same formula, charge and spin) is 2.9 kcal/mol.

Structure (ORCA input):
```
! wB97M-V def2-TZVPD RIJCOSX def2/J DEFGRID3
* xyz 0 1
C -3.599 -2.320 -1.806
C -3.384 -1.215 -0.833
N -4.090 -0.096 -0.893
N -3.673 0.681 0.105
C -2.703 0.068 0.812
C -2.475 -1.173 0.245
C -1.373 -2.107 0.628
N -0.122 -1.407 0.402
C 0.191 -1.227 -0.998
C 1.246 -0.122 -1.124
N 2.418 -0.581 -0.404
C 2.145 -0.864 0.990
C 1.039 -1.917 1.091
H 0.790 -2.085 2.142
H 1.394 -2.869 0.654
H 3.054 -1.246 1.456
H 1.813 0.025 1.547
C 3.683 0.052 -0.715
C 4.859 -0.935 -0.502
C 5.760 -0.305 0.559
H 5.417 -0.570 1.561
C 5.571 1.191 0.333
H 6.121 1.503 -0.557
H 5.909 1.793 1.176
C 4.069 1.318 0.091
H 3.547 1.322 1.047
H 3.816 2.234 -0.442
H 6.799 -0.617 0.461
H 5.413 -1.051 -1.434
H 4.490 -1.917 -0.212
H 3.629 0.310 -1.777
H 1.531 -0.027 -2.179
C 0.658 1.220 -0.643
C -0.279 1.848 -1.668
O -0.890 2.984 -1.085
H -1.426 3.424 -1.753
H 0.288 2.138 -2.565
H -1.053 1.129 -1.971
H 0.097 1.054 0.275
H 1.461 1.926 -0.434
H -0.715 -0.942 -1.533
H 0.587 -2.156 -1.447
H -1.452 -3.047 0.057
H -1.441 -2.343 1.694
Cl -1.983 0.806 2.164
C -4.188 2.005 0.301
H -3.374 2.731 0.245
H -4.672 2.087 1.276
H -4.914 2.194 -0.486
H -3.963 -3.210 -1.294
H -4.334 -2.009 -2.542
H -2.668 -2.575 -2.311
*
```

natural (NBO) atomic charge list, values in e, 5 entries: C -0.6442; C 0.1522; N -0.2826; N -0.1734; C 0.1291

***

[4]
Computed, not measured: 3 unconnected molecules or ions with the total composition C17H29ClO9S2, with wB97M-V/def2-TZVPD.

Its SMILES is CC[C@H](Cl)[C@]1(CCOC=O)COC(=O)O1.O=S1(=O)CCCC1.O=S1(=O)CCCC1. The LUMO energy comes out at 0.59 eV.

Structure (ORCA input):
```
! wB97M-V def2-TZVPD RIJCOSX def2/J DEFGRID3
* xyz 0 1
C 6.635 3.030 1.059
C 5.838 1.980 0.222
C 4.747 1.241 1.014
Cl 4.374 -0.309 0.118
C 3.409 2.028 1.135
C 3.503 3.384 1.900
C 3.119 4.636 1.085
O 4.135 5.102 0.194
C 3.956 4.731 -1.105
O 2.928 4.744 -1.698
C 2.320 1.209 1.882
O 1.173 1.912 1.338
C 1.444 1.867 -0.022
O 0.660 1.686 -0.874
O 2.795 2.065 -0.157
H 6.331 4.049 0.785
H 7.685 2.954 0.747
H 6.534 2.898 2.141
H 5.381 2.424 -0.669
H 6.562 1.222 -0.101
H 5.080 0.916 2.007
H 2.770 3.334 2.717
H 4.473 3.509 2.399
H 2.952 5.443 1.813
H 2.151 4.458 0.602
H 4.880 4.439 -1.641
H 2.390 1.168 2.972
H 2.181 0.179 1.524
C -2.368 -1.220 -0.226
C -2.205 0.038 0.634
C -2.155 -0.409 2.100
S -1.489 -2.075 2.089
O -2.509 -2.985 2.553
O -0.165 -2.065 2.666
C -1.357 -2.223 0.314
H -2.200 -1.015 -1.278
H -3.380 -1.613 -0.115
H -1.271 0.538 0.371
H -3.014 0.748 0.468
H -1.509 0.228 2.700
H -3.149 -0.450 2.543
H -1.564 -3.249 0.015
H -0.340 -1.948 0.033
C -5.688 -4.875 -3.249
C -6.093 -4.837 -1.770
C -5.187 -3.816 -1.071
S -4.723 -2.620 -2.328
O -3.304 -2.722 -2.560
O -5.362 -1.359 -2.048
C -5.569 -3.418 -3.685
H -6.415 -5.415 -3.854
H -4.722 -5.376 -3.355
H -7.135 -4.522 -1.687
H -6.009 -5.818 -1.303
H -5.701 -3.301 -0.263
H -4.274 -4.277 -0.696
H -4.998 -3.286 -4.602
H -6.550 -2.954 -3.783
*
```

natural (NBO) atomic charge list, values in e, 5 entries: C -0.6274; C -0.4351; C -0.1503; Cl -0.0733; C 0.2150